# 1
{"formula": "C6H6AsBr18F6O8Rb2S2V", "method": "ωB97M-V/def2-TZVPD", "gap_ev": [6.26, 6.82], "multiplicity": 3, "homo_energy_ev": [-9.934, -9.934], "lumo_energy_ev": [-3.669, -3.113], "energy_ev": -1409277.0125, "symbols": ["Rb", "Rb", "V", "S", "O", "O", "O", "O", "S", "O", "O", "O", "O", "As", "F", "F", "F", "F", "F", "F", "C", "Br", "Br", "Br", "H", "C", "Br", "Br", "Br", "H", "C", "Br", "Br", "Br", "H", "C", "Br", "Br", "Br", "H", "C", "Br", "Br", "Br", "H", "C", "Br", "Br", "Br", "H"], "xyz": [[-0.026, 0.412, -0.435], [-4.367, 1.546, -0.195], [-1.822, 3.004, -3.335], [-1.592, 3.678, -0.577], [-1.663, 2.584, 0.377], [-2.699, 3.473, -1.494], [-1.392, 4.979, -0.037], [-0.556, 3.436, -1.631], [-2.284, 0.332, -2.799], [-2.017, -0.558, -3.927], [-1.068, 1.101, -2.763], [-3.070, 1.483, -3.159], [-2.575, -0.290, -1.558], [0.823, -2.982, -3.639], [1.513, -3.902, -5.081], [-0.194, -2.138, -4.916], [0.196, -1.953, -2.261], [1.801, -3.987, -2.533], [2.075, -1.799, -3.937], [-0.530, -4.178, -3.628], [-0.278, -0.883, 4.679], [-1.103, -0.221, 3.055], [1.629, -0.365, 5.114], [-0.701, -2.795, 5.045], [-0.810, -0.301, 5.431], [4.016, -0.530, -1.266], [5.984, -0.333, -1.585], [3.112, 0.802, -2.453], [3.519, -0.298, 0.669], [3.793, -1.559, -1.549], [2.619, 4.529, -0.879], [4.087, 3.280, -0.147], [2.443, 4.631, -2.847], [2.767, 6.291, 0.020], [1.724, 4.164, -0.374], [-4.598, -3.702, 1.869], [-3.533, -4.780, 3.137], [-5.443, -4.891, 0.539], [-3.502, -2.159, 1.133], [-5.452, -3.261, 2.383], [1.350, -4.263, 2.176], [2.333, -5.898, 1.551], [0.791, -3.013, 0.700], [2.616, -3.223, 3.358], [0.439, -4.573, 2.688], [0.293, 3.823, 2.919], [1.122, 5.586, 3.270], [-1.165, 3.420, 4.231], [1.658, 2.380, 2.673], [-0.263, 3.899, 1.984]], "forces_ev_per_angstrom": [[0.9, -0.4, 0.5], [0.1, -0.2, 0.1], [1.0, -3.4, 5.7], [2.7, 0.2, 1.3], [0.1, -0.1, 0.7], [-5.1, 0.5, -3.5], [-0.6, 0.3, 0.6], [2.0, -0.4, -2.5], [2.6, -7.8, -5.2], [-2.4, 0.6, 1.6], [5.9, 5.2, 0.6], [-5.8, 5.3, -1.7], [-1.3, 0.2, 2.0], [-1.2, -1.5, -3.9], [-0.5, 0.7, 2.0], [1.2, -0.5, 2.0], [0.5, -1.0, -1.0], [-1.0, 1.4, -0.7], [-0.3, -0.3, 0.9], [1.4, 1.3, 1.0], [0.2, 0.1, 1.1], [0.7, -0.3, 0.2], [-1.5, -0.5, -0.6], [0.4, 1.3, -0.4], [0.1, -0.5, -0.1], [0.7, 1.0, -0.1], [-1.3, -0.1, 0.5], [0.3, -1.2, 0.9], [0.4, -0.2, -1.4], [-0.4, 0.4, 0.0], [0.7, 0.0, 1.2], [-1.1, 1.4, -1.0], [0.3, -0.2, 1.5], [0.3, -0.7, -0.9], [0.0, -0.3, -0.9], [0.2, -0.2, -0.2], [-0.6, 0.8, -0.7], [0.7, 0.8, 0.4], [-1.0, -1.4, 0.3], [0.5, 0.0, 0.1], [1.4, 0.6, -0.7], [-1.0, 1.3, 0.3], [0.3, -1.4, 0.8], [-1.1, -1.0, -0.8], [0.4, 0.2, 0.1], [-0.1, 0.1, 0.2], [-0.5, -1.3, 0.0], [1.2, 0.1, -0.6], [-1.1, 1.2, 0.2], [0.4, 0.0, 0.2]]}

***

# 2
{"formula": "C6H6AsF6Sc", "method": "ωB97M-V/def2-TZVPD", "total_charge": 3, "gap_ev": [4.99, 2.14], "multiplicity": 2, "homo_energy_ev": [-21.649, -21.649], "lumo_energy_ev": [-16.663, -19.513], "energy_ev": -104127.7121, "symbols": ["Sc", "C", "C", "C", "C", "C", "C", "H", "H", "H", "H", "H", "H", "F", "As", "F", "F", "F", "F", "F"], "xyz": [[-0.015, 0.012, 0.012], [2.340, -1.422, -0.040], [1.332, -2.393, -0.354], [0.482, -2.220, -1.538], [0.685, -1.143, -2.383], [1.754, -0.223, -2.118], [2.569, -0.366, -0.905], [3.054, -1.629, 0.755], [1.299, -3.334, 0.198], [-0.178, -3.031, -1.847], [0.179, -1.114, -3.346], [2.059, 0.486, -2.889], [3.463, 0.246, -0.786], [-1.138, 0.962, 0.905], [-3.007, 2.551, 2.410], [-2.478, 1.320, 3.462], [-1.476, 3.249, 2.670], [-4.076, 3.459, 3.272], [-2.923, 3.259, 0.864], [-3.925, 1.330, 1.657]], "forces_ev_per_angstrom": [[-1.1, 1.0, 0.9], [0.1, -0.2, 0.0], [0.4, -0.1, -0.7], [0.4, -0.2, 0.1], [0.2, 0.0, -0.2], [0.5, -0.6, 0.0], [0.1, -0.2, -0.5], [-0.2, 0.1, 0.2], [-0.1, 0.0, 0.1], [-0.2, 0.0, 0.2], [-0.2, 0.2, 0.1], [-0.1, 0.1, 0.1], [-0.1, 0.3, 0.1], [0.5, -0.5, -0.4], [-0.1, 0.1, 0.1], [0.0, -0.1, 0.2], [0.1, 0.1, 0.1], [0.1, 0.0, 0.0], [0.0, 0.1, -0.2], [-0.2, -0.1, -0.1]]}

***

# 3
{"formula": "C6H6BrFN3O2", "method": "ωB97M-V/def2-TZVPD", "total_charge": 1, "gap_ev": 10.65, "multiplicity": 1, "homo_energy_ev": -14.682, "lumo_energy_ev": -4.027, "relative_energy_ev": 0.000, "energy_ev": -87637.7180, "smiles": "O=C(F)Cc1[nH]cn[n+]1CC(=O)Br", "symbols": ["O", "C", "F", "C", "C", "N", "C", "N", "N", "C", "C", "O", "Br", "H", "H", "H", "H", "H", "H"], "xyz": [[0.804, 2.177, 2.808], [0.538, 1.151, 2.318], [1.009, -0.034, 2.785], [-0.332, 0.973, 1.076], [-0.234, -0.365, 0.429], [-0.602, -1.539, 0.977], [-0.314, -2.525, 0.081], [0.197, -2.020, -1.008], [0.240, -0.679, -0.773], [0.769, 0.188, -1.822], [-0.099, 1.407, -2.065], [0.321, 2.508, -2.097], [-1.949, 1.007, -2.352], [-0.068, 1.778, 0.395], [-1.364, 1.132, 1.405], [-0.991, -1.655, 1.902], [-0.493, -3.574, 0.257], [0.778, -0.427, -2.724], [1.789, 0.499, -1.594]], "forces_ev_per_angstrom": [[0.0, 0.0, 0.2], [0.3, -0.1, -0.3], [-0.2, 0.2, 0.0], [0.0, -0.3, 0.2], [0.1, -0.4, -0.2], [0.1, 0.3, -0.1], [0.1, 0.1, -0.5], [-0.3, -0.1, 0.5], [-0.1, -0.1, 0.3], [0.1, -0.3, 0.0], [0.1, 0.2, -0.1], [0.1, 0.1, 0.0], [-0.2, -0.1, 0.0], [-0.1, 0.0, 0.0], [0.0, 0.1, -0.1], [0.1, 0.0, 0.0], [0.0, 0.0, 0.0], [0.0, 0.1, 0.0], [-0.1, 0.1, 0.1]]}

***

# 4
{"formula": "C6H6BrNO", "method": "ωB97M-V/def2-TZVPD", "gap_ev": [6.89, 5.92], "multiplicity": 3, "homo_energy_ev": [-6.599, -9.004], "lumo_energy_ev": [0.292, -3.086], "relative_energy_ev": 1.131, "energy_ev": -79892.7176, "symbols": ["C", "C", "C", "C", "C", "C", "N", "O", "Br", "H", "H", "H", "H", "H", "H"], "xyz": [[-0.586, 0.933, -0.345], [0.359, 1.879, 0.012], [-0.314, -0.502, -0.595], [1.778, 1.564, 0.053], [-2.016, -1.716, 0.681], [-1.014, -1.652, -0.337], [2.090, 0.328, -0.024], [-2.183, -0.893, 1.601], [3.692, -0.456, 0.154], [-1.613, 1.332, -0.424], [-0.003, 2.807, 0.445], [0.583, -0.549, -1.216], [2.516, 2.298, -0.073], [-2.624, -2.633, 0.649], [-0.665, -2.740, -0.582]], "forces_ev_per_angstrom": [[-3.6, -4.6, -0.7], [4.7, 1.5, 0.9], [0.1, 2.0, -1.0], [-2.1, 1.4, -0.6], [-0.7, 1.2, 2.1], [0.9, -1.3, 0.0], [-1.1, -2.3, -0.1], [0.0, -1.1, -1.7], [0.9, 0.5, 0.1], [0.4, -0.7, 0.3], [0.3, 0.1, -0.4], [-0.2, -0.6, 0.5], [0.9, 1.5, 0.7], [-0.2, -0.1, 0.2], [-0.4, 2.4, -0.3]]}

***

# 5
{"formula": "C6H6BrNO2", "method": "ωB97M-V/def2-TZVPD", "gap_ev": 8.87, "multiplicity": 1, "homo_energy_ev": -9.227, "lumo_energy_ev": -0.360, "relative_energy_ev": 0.945, "energy_ev": -81942.2550, "smiles": "O=[N+]([O-])[C@]1(Br)C=CC=CC1", "symbols": ["C", "C", "C", "C", "C", "C", "N", "O", "O", "Br", "H", "H", "H", "H", "H", "H"], "xyz": [[-1.694, -1.186, -0.205], [-1.049, -0.537, -1.394], [-1.248, -0.726, 0.995], [0.099, 0.117, -1.273], [-0.055, 0.088, 1.168], [0.899, 0.092, -0.010], [1.848, 1.276, -0.017], [2.466, 1.567, -1.008], [1.956, 1.806, 1.054], [2.129, -1.424, 0.149], [-2.522, -1.638, -0.499], [-1.553, -0.407, -2.367], [-1.770, -0.880, 1.975], [0.486, 0.780, -2.100], [-0.308, 1.088, 1.355], [0.317, -0.016, 2.177]], "forces_ev_per_angstrom": [[4.3, 3.8, 0.5], [0.0, 0.2, 0.4], [-2.1, -1.6, 0.0], [1.1, 1.0, -1.3], [1.0, 0.3, 0.0], [-0.6, -0.4, -0.3], [0.1, -0.3, 0.5], [-0.2, -0.2, -0.4], [0.2, 0.9, 0.9], [0.0, -0.3, -0.2], [-3.7, -2.4, 0.0], [-0.1, -0.5, 0.8], [0.2, -0.3, -1.2], [-0.3, -1.1, 1.0], [-1.1, 2.0, -0.4], [1.1, -1.0, 0.0]]}

***

# 6
{"formula": "C6H6Cl2N2O", "method": "ωB97M-V/def2-TZVPD", "gap_ev": 10.30, "multiplicity": 1, "homo_energy_ev": -10.139, "lumo_energy_ev": 0.165, "relative_energy_ev": 0.000, "energy_ev": -36390.1646, "smiles": "OCCc1cnc(Cl)nc1Cl", "symbols": ["C", "C", "C", "C", "C", "C", "H", "H", "H", "H", "H", "H", "N", "N", "O", "Cl", "Cl"], "xyz": [[-1.997, -0.752, 0.189], [-1.204, 0.582, -0.052], [0.272, 0.351, 0.079], [0.995, -0.860, 0.045], [3.025, -0.056, 0.061], [1.291, 1.336, 0.052], [-3.577, -0.679, -1.065], [-1.629, -1.594, -0.443], [-1.778, -1.000, 1.363], [-1.507, 0.932, -1.053], [-1.484, 1.332, 0.767], [0.523, -1.828, -0.142], [2.313, -1.151, -0.040], [2.571, 1.157, 0.129], [-3.406, -0.523, 0.074], [4.712, -0.342, 0.017], [0.879, 3.095, 0.018]], "forces_ev_per_angstrom": [[0.8, 0.5, 3.1], [-0.7, -0.7, 1.1], [3.2, 0.1, -0.8], [-1.3, -2.4, -1.3], [0.8, -1.1, -0.2], [-1.7, 1.9, 0.7], [0.4, 0.9, 5.3], [-0.4, 0.6, 0.5], [-0.7, 0.1, -2.8], [0.4, 0.3, 0.4], [0.1, -0.9, -1.4], [-0.9, 0.5, 0.5], [-1.2, 1.3, 0.6], [0.6, 0.8, -0.2], [0.1, -1.2, -5.6], [0.6, 0.4, 0.1], [-0.2, -1.2, -0.1]]}

***

# 7
{"formula": "C6H6Cl2N3O", "method": "ωB97M-V/def2-TZVPD", "total_charge": 1, "gap_ev": 8.83, "multiplicity": 1, "homo_energy_ev": -13.247, "lumo_energy_ev": -4.420, "relative_energy_ev": 0.000, "energy_ev": -37871.7883, "smiles": "[NH3+]C1=NC(Cl)=C(C=O)C(Cl)=NC1", "symbols": ["C", "C", "C", "C", "C", "C", "N", "N", "N", "O", "Cl", "Cl", "H", "H", "H", "H", "H", "H"], "xyz": [[-0.346, 0.024, 1.619], [0.170, 1.153, 0.899], [-0.600, -1.084, 0.863], [-0.513, -0.041, 3.098], [1.463, 0.295, -0.939], [0.170, -0.401, -1.234], [-0.645, -1.063, -0.503], [0.705, 1.283, -0.259], [-0.341, -0.152, -2.665], [-1.220, -0.781, 3.675], [-0.090, 2.606, 1.824], [-1.358, -2.524, 1.443], [0.078, 0.760, 3.499], [2.189, -0.393, -0.416], [1.888, 0.771, -1.907], [-0.002, 0.605, -3.274], [-1.383, 0.063, -2.569], [-0.166, -1.119, -3.155]], "forces_ev_per_angstrom": [[1.1, -1.5, -1.5], [-0.1, 0.3, 1.2], [-1.3, -1.0, -0.8], [0.4, 1.7, -1.2], [-0.2, -1.1, -1.5], [-0.2, -0.2, -0.3], [1.1, 0.8, -1.3], [0.8, 1.9, 1.0], [-2.0, -2.2, -0.4], [-0.8, -1.1, 1.0], [-0.2, 0.4, -0.5], [0.5, 0.4, 0.0], [0.5, 0.4, 1.3], [-0.7, 1.1, -0.2], [-0.3, -1.0, 1.8], [0.7, -0.2, 0.7], [1.4, -0.9, -0.3], [-0.8, 2.2, 0.7]]}

***

# 8
{"formula": "C6H6Cl2O", "method": "ωB97M-V/def2-TZVPD", "gap_ev": 9.84, "multiplicity": 1, "homo_energy_ev": -9.110, "lumo_energy_ev": 0.726, "relative_energy_ev": 1.331, "energy_ev": -33410.6506, "symbols": ["Cl", "Cl", "C", "C", "C", "C", "C", "C", "H", "H", "H", "H", "O", "H", "H"], "xyz": [[-4.122, 0.668, 0.485], [2.079, -0.087, -0.064], [-1.874, -0.702, -0.111], [-1.555, 1.491, 0.692], [-0.512, -0.963, -0.187], [-0.142, 1.273, 0.672], [-2.457, 0.469, 0.345], [0.378, 0.085, 0.128], [-2.547, -1.474, -0.506], [-2.025, 2.412, 1.060], [-0.132, -1.971, -0.401], [0.505, 2.108, 0.971], [3.879, -1.198, -1.321], [4.831, -1.436, -1.254], [3.696, -0.674, -0.509]], "forces_ev_per_angstrom": [[-1.0, 0.1, 0.0], [-2.2, 0.9, 0.9], [-1.0, -1.5, -0.7], [0.2, -0.4, 0.7], [0.7, 0.8, 0.4], [-1.3, 0.5, -0.9], [3.1, 0.6, -0.2], [-1.5, 0.3, 1.1], [0.2, 0.1, 0.5], [0.7, -0.2, -0.1], [-0.3, 0.6, -0.3], [-0.2, -0.6, -0.2], [2.0, -0.2, 0.4], [-0.9, 0.2, -0.2], [1.4, -1.2, -1.2]]}

***

# 9
{"formula": "C6H6Cl2O4PmTi", "method": "ωB97M-V/def2-TZVPD", "total_charge": 4, "gap_ev": [6.10, 6.47], "multiplicity": 6, "homo_energy_ev": [-24.341, -24.364], "lumo_energy_ev": [-18.239, -17.890], "relative_energy_ev": 0.000, "energy_ev": -79176.4084, "symbols": ["Ti", "Pm", "Cl", "Cl", "C", "C", "C", "O", "O", "O", "C", "C", "C", "O", "H", "H", "H", "H", "H", "H"], "xyz": [[2.467, 0.401, -3.915], [0.310, 0.330, -0.367], [2.704, 1.533, -1.901], [0.045, 0.245, -3.150], [-1.158, 2.299, 0.401], [4.451, 0.440, -3.828], [2.702, 1.456, -5.460], [-1.892, 3.149, 0.827], [5.607, 0.503, -3.887], [2.799, 2.273, -6.298], [-0.943, -1.949, 3.450], [-1.416, -1.042, 2.294], [-2.871, -0.694, 2.309], [-0.667, -0.652, 1.340], [-1.869, -2.360, 3.981], [-0.270, -1.287, 4.111], [-0.262, -2.784, 3.101], [-2.971, 0.363, 2.527], [-3.375, -0.973, 1.385], [-3.392, -1.251, 3.080]], "forces_ev_per_angstrom": [[-4.7, -2.8, 5.6], [-0.3, -0.8, 0.5], [0.1, -0.4, -0.7], [0.8, -0.4, 0.1], [-6.1, 7.3, 3.5], [9.4, 0.1, -0.5], [1.0, 8.6, -9.6], [5.8, -6.7, -3.4], [-5.8, -0.3, 0.5], [-0.5, -5.1, 5.0], [0.2, 0.6, -0.6], [-1.1, -2.1, 1.9], [0.5, -0.5, 0.1], [0.8, 0.9, -1.2], [1.7, 0.7, -0.5], [-1.1, -0.9, -0.5], [-0.7, 0.9, 0.2], [-0.2, 0.5, -0.1], [0.1, 0.3, -0.4], [0.1, 0.1, 0.2]]}

***

# 10
{"formula": "C6H6Cl2OP", "method": "ωB97M-V/def2-TZVPD", "total_charge": 1, "gap_ev": 6.53, "multiplicity": 1, "homo_energy_ev": -13.617, "lumo_energy_ev": -7.092, "relative_energy_ev": 0.694, "energy_ev": -42692.1381, "symbols": ["C", "C", "C", "C", "C", "C", "O", "P", "Cl", "Cl", "H", "H", "H", "H", "H", "H"], "xyz": [[-1.475, 1.782, 1.711], [-2.183, 0.926, 0.889], [-0.098, 1.717, 1.805], [-1.513, -0.042, 0.112], [0.624, 0.768, 1.052], [-0.201, 0.032, 0.313], [1.371, -2.977, -1.693], [1.757, -1.468, -2.047], [1.447, -1.406, -4.044], [3.780, -1.492, -1.932], [-2.006, 2.518, 2.298], [-3.258, 0.978, 0.811], [0.466, 2.384, 2.442], [-2.038, -0.724, -0.533], [1.695, 0.696, 1.108], [1.634, -3.693, -2.293]], "forces_ev_per_angstrom": [[-0.1, 0.2, 0.2], [0.4, 0.0, 0.1], [-0.2, -0.2, -0.2], [-0.2, -0.7, -0.7], [1.0, -0.2, -0.2], [-0.5, 1.1, 0.6], [-0.2, 0.0, 0.1], [-0.3, -0.3, 0.5], [0.0, 0.2, -0.1], [0.1, 0.2, 0.0], [0.0, 0.0, 0.0], [-0.1, -0.1, -0.1], [0.1, 0.0, 0.0], [-0.1, -0.1, -0.2], [0.2, 0.0, 0.0], [0.1, 0.1, 0.0]]}

***

# 11
{"formula": "C6H6Cl2OSi", "method": "ωB97M-V/def2-TZVPD", "gap_ev": [7.55, 8.11], "multiplicity": 1, "homo_energy_ev": [-8.805, -8.288], "lumo_energy_ev": [-1.254, -0.179], "relative_energy_ev": 4.292, "energy_ev": -41288.5633, "symbols": ["C", "C", "C", "C", "C", "C", "O", "Si", "Cl", "Cl", "H", "H", "H", "H", "H", "H"], "xyz": [[0.367, 2.142, -2.058], [1.656, 1.629, -1.731], [-0.759, 1.631, -1.457], [1.621, 0.694, -0.710], [-0.784, 0.624, -0.463], [0.450, 0.263, -0.117], [0.012, -2.046, 3.013], [-0.756, -3.055, 2.029], [-2.666, -2.474, 1.701], [-0.857, -4.959, 2.650], [0.360, 2.718, -2.952], [2.554, 1.995, -2.245], [-1.719, 2.144, -1.465], [2.537, 0.242, -0.273], [-1.712, 0.464, 0.049], [-0.302, -2.010, 4.030]], "forces_ev_per_angstrom": [[1.7, -1.4, -0.5], [-1.8, 0.1, 0.3], [-1.4, 0.6, 1.0], [1.8, -1.1, 1.2], [-0.1, 1.7, -0.6], [1.3, -0.7, 0.0], [-0.7, 0.5, 4.3], [0.3, 0.3, -1.3], [-0.8, 0.3, -0.1], [0.1, -1.0, 0.5], [-0.6, 1.1, -0.2], [-0.4, -0.4, 0.4], [0.1, 0.0, -1.1], [-0.4, 0.5, -0.6], [-0.2, -0.6, 0.2], [1.1, -0.1, -3.5]]}

***

# 12
{"formula": "C6H6Cl3NO3", "method": "ωB97M-V/def2-TZVPD", "gap_ev": 8.22, "multiplicity": 1, "homo_energy_ev": -9.002, "lumo_energy_ev": -0.781, "relative_energy_ev": 0.780, "energy_ev": -51513.1961, "smiles": "O=[N+]([O-])/C(Cl)=C/C=C/O.C=C(Cl)Cl", "symbols": ["C", "C", "C", "C", "C", "C", "N", "O", "O", "O", "Cl", "Cl", "Cl", "H", "H", "H", "H", "H", "H"], "xyz": [[1.144, -0.078, 0.490], [0.056, -0.944, 0.626], [-2.852, 0.153, -1.130], [1.295, 1.157, 0.971], [-1.133, -0.740, 1.188], [-4.016, 0.627, -0.693], [-2.147, -1.784, 1.201], [-3.177, -1.545, 1.778], [-1.911, -2.803, 0.592], [2.461, 1.784, 0.883], [-1.666, 0.627, 2.079], [-5.463, -0.257, -0.737], [-4.170, 2.050, 0.187], [1.940, -0.410, 0.018], [0.010, -1.860, 0.260], [-1.959, 0.635, -1.104], [-2.693, -0.801, -1.720], [0.543, 1.674, 1.368], [3.263, 1.334, 0.702]], "forces_ev_per_angstrom": [[-2.1, 1.5, 1.8], [-2.1, 3.0, 1.6], [-1.9, -2.4, -1.6], [2.8, -2.6, -1.8], [-0.3, 1.0, 1.2], [1.2, -1.2, -0.1], [-0.2, 0.1, -0.2], [-0.4, -0.2, 0.3], [0.2, -0.6, -0.3], [-0.9, 2.7, 0.8], [0.5, 0.2, -0.2], [-0.6, -0.6, -0.3], [0.1, 1.3, 0.4], [3.7, -2.0, -2.2], [0.8, -4.1, -2.1], [2.1, 2.0, 0.6], [-1.0, 1.0, 1.0], [-2.5, 2.4, 1.8], [0.6, -1.4, -0.5]]}

***

Q: The highest multiplicity belongs to which entry?
A: C6H6Cl2O4PmTi